Formula: C33H43BCoFN8O4S3
Source: the OMol25 dataset
Level of theory: the ωB97M-V functional and the def2-TZVPD basis

```
94
Properties=species:S:1:pos:R:3:mulliken_charge:R:1
Co -2.1409 1.0322 1.8096 -0.3952
C -4.3353 -2.9215 -0.9821 -1.8704
C -2.8714 -2.7600 -0.7543 0.2497
C -1.9382 -3.6660 -1.1427 -0.4337
C -0.5518 -3.4585 -0.8860 -0.0536
N -0.1397 -2.3852 -0.2749 -0.2494
N -1.0642 -1.4813 0.0942 0.6573
B -0.4451 -0.2240 0.6552 0.8213
N 0.0183 0.7298 -0.4180 0.5888
N 0.2794 0.2017 -1.6216 -0.7378
C 0.9096 0.9419 -2.4887 0.1603
C 1.3174 2.2669 -2.1579 -0.6181
C 1.0579 2.8039 -0.9370 0.6229
C 1.4528 4.1805 -0.5249 -1.9200
C 0.3243 1.9835 -0.0332 0.9028
S -0.2295 2.4539 1.4898 -0.5126
C 1.2694 0.2987 -3.8151 2.2025
C 1.2936 1.3251 -4.9508 -2.0360
C 2.6728 -0.3017 -3.6327 -1.4157
C 0.2771 -0.8105 -4.1600 -1.3774
N 0.6201 -0.4765 1.7244 0.5784
N 1.8653 -0.4635 1.2373 -0.0440
C 2.8601 -0.6194 2.0627 -0.2254
C 2.6250 -0.8715 3.4400 -0.3564
C 1.3569 -0.8763 3.9367 0.2697
C 1.0375 -1.0929 5.3770 -1.9019
C 0.3077 -0.5916 3.0157 0.4083
S -1.3056 -0.3389 3.4944 -0.4183
C 4.2465 -0.5083 1.4441 2.2666
C 4.3144 0.8031 0.6489 -1.4601
C 5.3428 -0.5048 2.5099 -2.3302
C 4.4567 -1.6909 0.4932 -1.3076
C -2.3840 -1.5992 -0.0779 0.6084
S -3.4044 -0.3994 0.5529 -0.4338
C 0.4692 -4.5007 -1.3060 2.3257
C 0.2602 -5.7447 -0.4307 -1.8463
C 1.8908 -3.9791 -1.1219 -1.7279
C 0.2527 -4.8638 -2.7799 -1.5686
H -4.5472 -3.8598 -1.4888 0.3907
H -4.7164 -2.0967 -1.5852 0.3850
H -4.8737 -2.8976 -0.0340 0.4103
H -2.2458 -4.5723 -1.6463 0.4035
H 1.8369 2.8589 -2.8973 0.3023
H 2.0106 4.6808 -1.3127 0.4173
H 2.0661 4.1418 0.3767 0.3721
H 0.5686 4.7705 -0.2808 0.3997
H 2.0780 2.0701 -4.8262 0.3894
H 0.3358 1.8376 -5.0463 0.4284
H 1.4933 0.8137 -5.8920 0.4448
H 3.4221 0.4764 -3.4764 0.3492
H 2.9538 -0.8648 -4.5222 0.5015
H 2.6960 -0.9701 -2.7741 -0.0207
H -0.7255 -0.4121 -4.3162 0.3937
H 0.2306 -1.5572 -3.3682 -0.1316
H 0.5972 -1.2996 -5.0792 0.5346
H 3.4585 -1.0366 4.1055 0.5312
H 1.9403 -1.2890 5.9496 0.3755
H 0.3515 -1.9322 5.4942 0.3791
H 0.5368 -0.2156 5.7874 0.4175
H 4.1535 1.6657 1.2978 0.4070
H 3.5638 0.8160 -0.1415 0.0496
H 5.2987 0.9008 0.1921 0.4917
H 5.2211 0.3176 3.2162 0.4908
H 6.3104 -0.3820 2.0250 0.4123
H 5.3783 -1.4432 3.0649 0.4282
H 3.6813 -1.7047 -0.2740 -0.0251
H 4.4370 -2.6425 1.0264 0.3771
H 5.4249 -1.5983 0.0014 0.4753
H 0.4330 -5.5158 0.6211 0.3729
H 0.9568 -6.5274 -0.7285 0.4894
H -0.7504 -6.1420 -0.5328 0.3567
H 2.0615 -3.6547 -0.0971 0.3266
H 2.0798 -3.1349 -1.7824 0.0390
H 2.6002 -4.7700 -1.3618 0.5438
H -0.7110 -5.3406 -2.9559 0.4329
H 1.0231 -5.5688 -3.0911 0.4740
H 0.3256 -3.9833 -3.4196 0.1893
F -6.3153 5.2145 -1.1096 -0.3070
C -5.7201 5.3344 0.0789 0.2405
C -5.7861 4.3602 0.9884 -0.0010
N -5.1896 4.4770 2.2254 0.0719
C -5.1002 3.3210 3.0869 -1.3804
C -4.0498 2.3392 2.6112 1.4774
O -3.9574 1.2062 3.1191 -0.6879
O -3.2384 2.7015 1.6989 -0.8864
C -4.4204 5.5774 2.5574 0.5206
O -3.8086 5.6647 3.5955 -0.6252
N -4.4179 6.5793 1.6088 -0.0823
C -4.9886 6.5735 0.3392 0.3204
O -4.8641 7.4964 -0.4242 -0.5906
H -6.3184 3.4392 0.7953 0.4495
H -6.0660 2.8238 3.1750 0.3903
H -4.8010 3.6603 4.0802 0.4329
H -3.8819 7.4017 1.8562 0.2307
```

## Properties
HOMO (spin up / spin down), eV: -10.66 / -10.66
Electronic energy, hartree: -4724.32715
Charge: +1
Relative energy (zero: lowest compared OMol25 entry of this formula, charge and spin), kcal per mole: 7.6
2S+1: 4
Orbital gap (spin up / spin down), eV: 6.554 / 6.409
LUMO (spin up / spin down), eV: -4.11 / -4.25

***

Formula: C9H17CeClINO2P
Source: the OMol25 dataset
Level of theory: the ωB97M-V functional and the def2-TZVPD basis

```
33
Properties=species:S:1:pos:R:3:mulliken_charge:R:1
C -0.8718 2.2970 -0.2216 -1.1880
C -1.5752 0.9488 -0.3716 0.5639
H -1.3485 2.9325 0.5472 0.3739
H -0.9329 2.8085 -1.1982 0.3211
H 0.1693 2.0917 0.0401 0.2648
O -0.9176 0.0989 -1.1859 -0.6255
I -1.9058 -0.5426 1.1722 -0.0565
Ce 2.1844 -1.2555 -1.6667 1.5846
P -3.4922 0.9130 -0.4447 0.6038
C -4.1475 1.8572 1.0327 -1.2027
C -3.8513 2.1554 -1.7103 -1.3854
H -3.4018 -0.9112 -2.2461 0.3024
H -5.0003 -0.2329 -1.8506 0.4244
H -4.2545 -1.3987 -0.6949 0.4151
C -4.0596 -0.5827 -1.3998 -1.0700
H -3.2254 1.8944 -2.5693 0.3876
H -4.9277 2.1907 -1.9990 0.4491
H -5.2242 1.7607 0.8832 0.3988
H -3.9145 2.9307 1.0174 0.4027
H -3.5446 3.0803 -1.2191 0.4206
H -3.9034 1.4527 2.0285 0.4418
C 1.5583 -1.1172 0.5443 0.2292
O 1.3816 -1.0548 1.7081 -0.0664
Cl 1.7249 -3.5198 -2.4999 -0.2418
C 6.0433 -2.5288 2.2709 -1.1710
C 6.2877 -1.7762 0.9571 -0.1349
C 5.1015 -1.6904 0.1538 0.3603
N 4.1724 -1.4551 -0.5296 -0.4394
H 5.4930 -1.8918 2.9477 0.3274
H 6.9214 -2.8545 2.8126 0.3544
H 5.4973 -3.4401 2.0499 0.3671
H 6.6136 -0.7612 1.1795 0.2775
H 7.0889 -2.2885 0.4031 0.3111
```

## Properties
HOMO (spin up / spin down), eV: -13.33 / -13.34
Electronic energy, hartree: -2132.09070
Charge: +2
Relative energy (zero: lowest compared OMol25 entry of this formula, charge and spin), kcal per mole: 109.2
2S+1: 2
Orbital gap (spin up / spin down), eV: 4.771 / 4.860
LUMO (spin up / spin down), eV: -8.56 / -8.48